# 1
Molecular formula: C5H9NO2
Method: DFT, ωB97M-V with the def2-TZVPD basis set

The geometry in XYZ format:
```
17
Properties=species:S:1:pos:R:3:forces:R:3
C 1.405 -0.186 1.032 -0.1 0.2 -0.4
C -0.184 -1.749 -0.400 -0.1 0.1 0.0
C 1.412 0.491 -0.280 -0.3 0.8 0.6
C 0.111 -0.412 0.221 0.0 0.1 0.0
N -1.977 0.683 -0.337 0.4 0.1 0.2
C -0.895 0.591 0.457 -0.2 -0.7 -0.3
O 0.566 1.945 0.091 0.5 -0.6 -0.3
O 2.101 0.512 -1.282 -0.5 -0.1 0.2
H 0.422 2.313 -0.794 0.1 -0.1 0.1
H -1.935 0.298 -1.268 0.0 0.0 0.1
H -2.643 1.423 -0.179 0.1 -0.1 0.0
H 2.055 -1.054 1.085 -0.1 0.1 0.0
H 1.343 0.408 1.939 0.0 -0.1 0.0
H -1.029 1.046 1.433 0.2 0.2 -0.1
H -0.682 -2.428 0.301 0.0 0.0 0.0
H -0.815 -1.665 -1.288 0.0 0.0 0.0
H 0.745 -2.217 -0.731 0.0 0.1 0.0
```
Positions in Å, forces in eV/Å.

Summary:
HOMO = -7.53 eV
energy relative to the best compared isomer or geometry (same formula, charge and spin) = 81.5 kcal per mole
E_LUMO = 0.48 eV
HOMO-LUMO gap = 0.2945 Ha
net charge = 0

---

# 2
Molecular formula: C14H16
Method: DFT, ωB97M-V with the def2-TZVPD basis set

The geometry in XYZ format:
```
30
Properties=species:S:1:pos:R:3:forces:R:3
C -3.463 -2.178 3.785 -0.7 1.1 0.2
C -1.539 0.506 1.057 -0.9 0.3 -0.5
C -1.554 0.830 2.400 -0.7 -1.2 -0.1
C -2.251 -0.626 0.543 0.9 1.8 1.7
C -2.199 -0.049 3.301 1.1 1.0 -0.1
C -2.943 -1.371 1.481 0.4 -0.8 -1.4
C -2.919 -1.120 2.855 0.9 -1.4 -0.5
H -1.067 1.250 0.429 0.2 -0.4 -0.5
H -1.061 1.729 2.739 0.2 -0.1 0.1
H -2.195 -0.867 -0.506 -0.2 -0.2 0.0
H -1.946 0.045 4.344 -0.5 0.2 0.4
H -3.323 -2.311 1.085 -0.5 0.1 0.4
H -4.536 -1.942 3.800 0.0 -0.6 0.5
H -3.035 -2.079 4.783 -0.2 0.1 0.0
H -3.316 -3.208 3.485 0.0 0.0 -0.4
C 4.557 1.336 -2.124 1.8 1.0 0.7
C 0.498 0.154 -2.336 0.4 0.3 -0.7
C 0.831 1.521 -2.300 -0.8 -0.5 0.2
C 1.486 -0.756 -2.669 0.6 -0.1 -0.1
C 2.140 1.901 -2.214 1.4 -0.6 -1.2
C 2.829 -0.358 -2.727 -0.4 0.2 -0.2
C 3.172 0.946 -2.435 -1.0 0.2 1.0
H -0.521 -0.173 -2.216 -0.2 0.0 -0.3
H 0.045 2.254 -2.442 -0.1 0.1 0.6
H 1.275 -1.777 -2.966 -0.3 0.0 0.4
H 2.477 2.930 -2.199 -0.4 0.1 0.3
H 3.621 -1.035 -3.024 -0.1 -0.2 0.1
H 4.579 2.356 -1.718 -0.1 0.0 -0.3
H 5.323 1.316 -2.902 -0.4 -0.1 -0.4
H 5.035 0.778 -1.307 -0.5 -0.4 -0.1
```
Positions in Å, forces in eV/Å.

Summary:
SMILES = Cc1ccccc1.Cc1ccccc1
HOMO = -8.91 eV
energy relative to the best compared isomer or geometry (same formula, charge and spin) = 22.9 kcal per mole
E_LUMO = 0.99 eV
HOMO-LUMO gap = 0.3637 Ha
net charge = 0

---

# 3
Molecular formula: C29H50IO16PSi2
Method: DFT, ωB97M-V with the def2-TZVPD basis set

The geometry in XYZ format:
```
99
Properties=species:S:1:pos:R:3:forces:R:3
C -2.254 -7.544 -4.717 -0.3 0.6 -0.8
P -2.213 -5.792 -3.959 0.3 -1.1 1.3
O -0.579 -5.447 -3.518 -1.2 -0.6 -1.0
Si -2.910 -4.359 -5.491 1.2 1.5 -0.6
O -1.695 -3.696 -6.517 -0.1 -2.2 -0.1
Si -0.548 -4.831 -7.079 0.2 1.5 0.4
I 0.110 -4.501 -9.438 -0.3 0.0 0.5
H -2.464 -7.504 -5.818 0.3 -0.1 0.9
H -1.292 -8.085 -4.566 -0.8 0.3 0.1
H -3.132 -8.047 -4.255 0.9 0.2 -0.1
H -0.259 -6.262 -3.107 0.2 0.2 0.1
H -3.476 -3.212 -4.746 0.2 0.0 -0.1
H -4.035 -4.985 -6.194 0.0 -0.3 -0.2
H -0.930 -6.229 -6.893 -0.4 -0.1 -0.2
H 0.678 -4.619 -6.280 -0.1 0.1 -0.2
O 3.116 -1.680 -0.982 -0.2 -0.4 0.0
C 2.268 -1.718 -1.830 0.5 0.3 0.1
O 1.812 -2.870 -2.383 0.1 0.1 0.2
C 0.884 -2.561 -3.437 -0.4 -0.1 -0.3
C 0.385 -1.165 -3.131 -0.3 0.2 -0.2
C 1.592 -0.529 -2.466 -0.5 -0.1 0.0
H 1.413 -2.613 -4.393 0.0 0.0 0.0
H 0.078 -3.293 -3.440 0.3 -0.1 0.1
H 0.036 -0.629 -4.013 0.0 -0.1 0.0
H -0.442 -1.214 -2.418 0.0 0.0 0.0
H 2.271 -0.082 -3.195 0.0 0.1 0.1
H 1.299 0.202 -1.716 0.3 0.1 0.0
O -2.513 0.933 -0.038 0.3 0.0 -0.3
C -1.572 0.764 0.693 -0.5 -0.2 0.1
O -0.369 0.316 0.264 -0.3 0.2 -0.3
C 0.502 0.121 1.395 0.4 0.0 0.2
C -0.068 0.996 2.490 0.2 -0.1 -0.5
C -1.555 0.966 2.188 0.5 0.2 0.1
H 0.491 -0.940 1.662 0.0 0.0 -0.1
H 1.519 0.405 1.128 -0.1 -0.1 -0.3
H 0.182 0.656 3.475 0.1 -0.2 -0.1
H 0.308 2.018 2.380 0.0 -0.1 0.0
H -2.051 0.119 2.667 -0.1 0.1 0.0
H -2.043 1.898 2.461 -0.3 -0.2 0.0
O -7.703 -2.283 1.018 0.3 -0.2 -0.2
C -7.017 -1.640 0.275 -0.3 0.0 0.5
O -5.824 -2.067 -0.206 -0.3 -0.1 0.0
C -5.211 -1.019 -0.976 0.4 0.2 -0.1
C -6.351 -0.115 -1.394 -0.1 0.3 -0.3
C -7.312 -0.247 -0.225 0.1 0.1 -0.6
H -4.482 -0.504 -0.347 0.0 0.0 0.0
H -4.693 -1.451 -1.833 0.0 -0.2 0.2
H -6.037 0.909 -1.594 0.1 -0.1 0.0
H -6.821 -0.506 -2.301 0.0 0.0 0.0
H -7.089 0.469 0.569 -0.1 -0.1 0.0
H -8.349 -0.157 -0.541 0.0 0.0 0.3
O 0.442 1.824 -3.998 0.3 0.3 0.0
C 0.201 2.759 -3.286 -0.3 -0.5 0.0
O 1.157 3.540 -2.727 0.0 -0.2 -0.2
C 0.543 4.493 -1.846 0.0 0.3 0.3
C -0.891 4.606 -2.319 -0.4 0.2 0.0
C -1.168 3.208 -2.843 -0.1 0.5 0.0
H 0.615 4.117 -0.822 0.0 0.0 -0.1
H 1.074 5.443 -1.910 0.2 -0.2 -0.1
H -1.579 4.928 -1.537 0.1 0.0 0.0
H -0.955 5.326 -3.140 0.0 0.0 0.1
H -1.523 2.538 -2.055 0.0 -0.1 -0.1
H -1.864 3.218 -3.679 0.0 -0.3 0.1
O -0.532 1.457 5.115 0.3 0.1 0.6
C 0.408 1.291 5.846 -0.7 0.0 0.1
O 1.614 0.837 5.423 -0.3 0.1 -0.1
C 2.482 0.646 6.554 0.4 -0.1 0.3
C 1.915 1.530 7.643 -0.2 0.2 0.4
C 0.426 1.500 7.339 0.5 0.3 0.1
H 2.469 -0.412 6.828 0.0 0.0 -0.1
H 3.499 0.927 6.285 -0.1 -0.1 -0.2
H 2.168 1.192 8.646 0.0 0.0 -0.3
H 2.292 2.549 7.527 0.0 -0.1 0.0
H -0.072 0.657 7.821 -0.1 0.1 -0.1
H -0.061 2.436 7.607 -0.3 -0.2 -0.1
O 3.694 0.939 10.040 0.0 0.3 0.0
C 3.987 2.008 10.497 0.3 -0.6 0.0
O 3.857 3.175 9.817 -0.1 -0.2 0.0
C 4.396 4.251 10.601 0.1 0.4 0.0
C 4.367 3.754 12.032 0.1 0.1 0.4
C 4.584 2.260 11.858 -0.2 0.4 0.3
H 5.412 4.460 10.254 0.0 0.0 0.0
H 3.787 5.144 10.463 0.0 -0.1 -0.2
H 5.107 4.236 12.670 0.0 0.0 -0.1
H 3.381 3.933 12.466 0.1 0.0 0.0
H 5.645 2.002 11.833 -0.1 -0.1 0.0
H 4.069 1.684 12.623 0.2 -0.2 -0.1
O 4.004 1.135 -9.054 -0.3 0.1 -0.1
C 3.227 0.908 -8.171 0.5 0.2 -0.2
O 2.050 1.564 -8.019 0.2 -0.2 -0.2
C 1.410 1.132 -6.805 -0.3 0.1 0.2
C 2.006 -0.227 -6.506 0.0 -0.4 0.2
C 3.415 -0.090 -7.055 -0.5 -0.3 0.1
H 1.622 1.859 -6.021 0.0 -0.1 -0.1
H 0.332 1.082 -6.957 0.1 0.2 -0.1
H 1.968 -0.489 -5.449 -0.1 0.1 0.0
H 1.468 -1.000 -7.063 0.0 0.0 0.0
H 4.102 0.329 -6.317 0.1 0.0 -0.1
H 3.795 -1.035 -7.438 0.3 0.2 0.0
```
Positions in Å, forces in eV/Å.

Summary:
HOMO = -8.44 eV
energy relative to the best compared isomer or geometry (same formula, charge and spin) = 20.9 kcal per mole
E_LUMO = 0.19 eV
HOMO-LUMO gap = 0.3168 Ha
net charge = 0

---

# 4
Molecular formula: C45H42N4O2S3Y
Method: DFT, ωB97M-V with the def2-TZVPD basis set

The geometry in XYZ format:
```
97
Properties=species:S:1:pos:R:3:forces:R:3
Y 1.634 -0.116 -1.014 0.5 0.3 0.0
C -3.752 -6.634 -2.791 0.0 0.0 0.0
C -2.829 -5.456 -2.748 0.1 0.0 0.0
C -2.052 -5.200 -1.614 0.0 0.0 0.0
C -1.183 -4.126 -1.566 0.0 0.0 0.0
C -1.099 -3.300 -2.677 0.2 0.1 0.2
C -1.833 -3.537 -3.831 0.0 0.0 -0.1
C -2.704 -4.610 -3.851 0.0 0.0 0.0
S 0.033 -1.955 -2.748 -0.4 -0.6 -0.2
O 1.041 -2.166 -1.571 0.1 0.5 0.0
C -0.807 -0.431 -2.293 -0.1 0.0 0.2
C -0.710 0.534 -3.338 0.1 0.0 0.1
C -1.339 1.737 -3.219 0.1 0.0 -0.1
C -2.117 2.031 -2.082 0.0 0.0 0.1
C -2.826 3.253 -1.989 0.0 0.0 0.0
C -3.653 3.495 -0.932 0.0 0.0 0.0
C -3.817 2.519 0.078 0.0 0.0 0.0
C -3.129 1.343 0.031 0.0 0.0 0.0
C -2.234 1.068 -1.039 0.0 0.0 0.0
C -1.546 -0.177 -1.126 0.1 0.0 -0.1
C -1.823 -1.189 -0.048 0.0 0.0 0.0
C -2.987 -2.004 -0.270 0.0 0.0 0.1
C -3.772 -1.885 -1.444 0.0 0.0 0.0
C -4.893 -2.648 -1.613 0.0 0.0 -0.1
C -5.297 -3.573 -0.630 0.0 0.0 0.1
C -4.563 -3.713 0.512 0.0 0.0 0.0
C -3.402 -2.932 0.719 0.0 0.1 0.0
C -2.654 -3.059 1.911 0.0 0.0 0.0
C -1.571 -2.266 2.132 -0.1 -0.1 0.1
C -1.181 -1.306 1.169 0.0 0.1 0.0
S 0.238 -0.399 1.805 -0.2 -0.4 0.0
O 0.611 0.641 0.699 0.1 0.0 0.0
C -0.342 0.450 3.211 0.0 0.1 0.0
C -1.356 1.406 3.177 0.0 0.0 -0.1
C -1.744 2.004 4.356 0.0 0.0 0.1
C -1.147 1.660 5.577 0.0 0.0 -0.1
C -1.595 2.293 6.856 0.0 0.0 0.0
C -0.127 0.707 5.581 0.0 0.0 0.0
C 0.287 0.107 4.406 0.1 -0.1 0.0
H -4.070 -6.924 -1.791 0.0 0.0 0.0
H -3.244 -7.491 -3.238 0.0 0.0 0.0
H -4.634 -6.427 -3.395 0.0 0.0 0.0
H -2.129 -5.857 -0.757 0.0 0.0 0.0
H -0.582 -3.934 -0.685 0.0 0.0 0.0
H -1.730 -2.908 -4.709 0.0 0.0 0.0
H -3.284 -4.803 -4.744 0.0 0.0 0.0
H -0.131 0.309 -4.226 0.0 -0.1 0.0
H -1.268 2.465 -4.017 0.0 0.0 0.0
H -2.723 3.975 -2.789 0.0 0.0 0.0
H -4.210 4.420 -0.875 0.0 0.0 0.0
H -4.516 2.706 0.883 0.0 0.0 0.0
H -3.296 0.590 0.789 0.0 0.0 0.0
H -3.499 -1.179 -2.216 0.0 0.0 0.0
H -5.487 -2.535 -2.511 0.0 0.0 0.0
H -6.193 -4.161 -0.781 0.0 0.0 0.0
H -4.863 -4.412 1.283 0.0 0.0 0.0
H -2.961 -3.781 2.657 0.0 0.0 0.0
H -1.024 -2.353 3.064 0.0 0.0 0.0
H -1.818 1.682 2.239 0.0 0.0 0.0
H -2.526 2.752 4.349 0.0 0.0 0.0
H -2.299 3.104 6.681 0.0 0.0 0.0
H -0.742 2.685 7.411 0.0 0.0 0.0
H -2.080 1.551 7.493 0.0 0.0 0.0
H 0.350 0.437 6.514 0.0 0.0 0.0
H 1.085 -0.626 4.418 0.0 0.0 0.0
C 1.515 5.049 1.120 0.0 0.0 0.0
C 2.678 4.943 0.153 0.0 0.0 0.0
N 2.505 3.718 -0.655 0.0 0.0 0.0
C 3.273 3.180 -1.598 -0.1 0.0 0.1
S 2.612 1.856 -2.549 -0.1 -0.1 0.0
N 4.487 3.574 -1.927 0.0 0.0 0.0
C 5.356 4.624 -1.351 0.0 0.0 -0.1
C 6.135 4.126 -0.149 0.0 0.0 0.0
H 1.602 5.963 1.703 0.0 0.0 0.0
H 1.505 4.206 1.814 0.0 0.0 0.0
H 0.563 5.088 0.587 0.0 0.0 0.0
H 3.619 4.888 0.695 0.0 0.0 0.0
H 2.703 5.808 -0.510 0.0 0.0 0.0
H 1.567 3.345 -0.637 0.0 0.0 0.0
H 4.899 3.035 -2.676 0.0 0.0 0.0
H 4.756 5.501 -1.135 0.0 0.0 0.1
H 6.032 4.910 -2.155 0.0 0.0 0.0
H 5.475 3.788 0.654 0.0 0.0 0.0
H 6.759 4.928 0.245 0.0 0.0 0.0
H 6.793 3.302 -0.423 0.0 0.0 0.0
N 8.127 0.749 -0.403 0.0 0.0 0.0
C 7.256 0.014 -0.268 0.1 0.1 0.0
C 6.117 -0.841 -0.115 -0.1 -0.1 0.0
C 6.232 -2.182 0.251 0.0 0.0 0.0
C 5.077 -2.938 0.369 0.0 0.0 0.0
C 3.857 -2.338 0.122 0.0 -0.1 0.0
N 3.743 -1.049 -0.239 -0.2 0.2 -0.1
C 4.858 -0.315 -0.356 0.0 -0.1 0.1
H 7.206 -2.617 0.432 0.0 0.0 0.0
H 5.121 -3.981 0.647 0.0 0.0 0.0
H 2.935 -2.904 0.189 0.0 0.0 0.0
H 4.747 0.718 -0.663 0.0 0.0 0.0
```
Positions in Å, forces in eV/Å.

Summary:
HOMO = -15.42 eV
E_LUMO = -8.26 eV
HOMO-LUMO gap = 0.2632 Ha
net charge = +3

---

# 5
Molecular formula: C6H7FN2O
Method: DFT, ωB97M-V with the def2-TZVPD basis set

The geometry in XYZ format:
```
17
Properties=species:S:1:pos:R:3:forces:R:3
C -2.135 0.467 0.509 2.1 0.6 0.1
C -1.912 -0.450 -0.575 1.5 0.8 1.6
C -1.267 1.483 0.826 -1.2 -1.0 1.4
C 1.597 -0.214 0.564 0.1 -1.1 0.9
C -0.752 -1.097 -0.751 -0.3 -1.6 -2.2
C 0.743 0.859 -0.171 5.0 -1.9 -1.1
N -0.074 1.604 0.277 -2.1 2.9 0.2
N 2.639 -0.782 -0.135 2.7 -1.6 2.1
O 1.448 -0.464 1.763 -0.1 1.0 -1.9
F 1.566 1.374 -1.180 -0.6 -0.5 0.2
H -3.067 0.612 0.908 -2.4 0.2 0.6
H -2.631 -0.320 -1.305 -1.3 -0.3 -1.8
H -1.591 2.318 1.474 0.1 -0.6 -0.5
H -0.230 -1.486 0.097 0.4 0.2 0.3
H -0.508 -1.586 -1.759 -0.5 0.7 1.6
H 2.783 -1.090 -1.107 -0.8 1.0 0.8
H 3.393 -1.230 0.564 -2.6 1.2 -2.2
```
Positions in Å, forces in eV/Å.

Summary:
SMILES = C=C/C=C\N=C(\F)C(N)=O
HOMO = -8.69 eV
energy relative to the best compared isomer or geometry (same formula, charge and spin) = 46.8 kcal per mole
E_LUMO = 0.21 eV
HOMO-LUMO gap = 0.3273 Ha
net charge = 0

---

# 6
Molecular formula: C47H53F2N3O7P
Method: DFT, ωB97M-V with the def2-TZVPD basis set

The geometry in XYZ format:
```
113
Properties=species:S:1:pos:R:3:forces:R:3
C 0.182 -2.843 3.359 -0.1 0.1 -0.6
C -1.098 -2.176 2.874 0.5 0.3 1.3
N -0.760 -0.973 2.055 -0.9 -0.8 -0.6
P -1.737 -0.627 0.796 0.4 2.0 -0.2
C -3.432 -0.258 1.305 0.1 -0.9 -0.3
C -4.104 -1.293 2.166 -0.2 -0.1 0.1
N -4.484 -0.985 3.321 0.1 0.2 0.2
C -1.082 0.894 0.065 0.2 -1.2 -0.4
C -1.508 1.103 -1.401 -0.1 1.1 0.3
C -2.169 2.490 -1.576 0.9 -0.6 -0.3
C -1.144 3.572 -1.895 -0.8 0.3 -0.6
C -1.825 4.946 -1.920 0.4 0.2 1.0
C -0.896 6.113 -1.513 0.2 -0.5 -0.5
C -0.492 7.037 -2.671 -0.6 -0.4 0.1
C -1.202 8.386 -2.707 0.7 -0.1 0.1
C -1.113 9.217 -1.429 -0.1 0.7 -0.6
C 0.033 10.248 -1.398 -0.3 -0.2 1.1
C 1.225 9.805 -0.536 0.6 -0.1 -0.4
C 2.516 9.552 -1.317 -0.6 0.6 0.0
O 2.202 9.015 -2.587 0.2 -0.4 0.2
C 3.205 8.174 -3.132 -0.6 0.3 -0.4
N -1.775 -1.774 -0.501 0.4 -0.4 1.5
C -0.519 -2.389 -0.851 0.9 -0.8 -3.9
O -0.201 -2.582 -2.002 -0.8 0.6 3.1
F 0.267 -2.749 0.155 -0.4 0.3 0.1
C -2.837 -2.726 -0.431 -0.2 -2.0 0.4
O -2.834 -3.782 0.133 0.3 1.5 -0.8
F -3.883 -2.291 -1.095 -0.2 0.3 0.0
H 0.037 -3.292 4.326 -0.1 -0.4 0.2
H 0.525 -3.562 2.629 0.2 -0.3 0.0
H 0.961 -2.103 3.497 0.2 0.2 0.1
H -1.766 -2.873 2.380 0.0 -0.1 -0.4
H -1.611 -1.825 3.758 -0.3 0.3 0.1
H 0.219 -0.959 1.795 0.2 0.2 0.1
H -3.990 -0.133 0.378 -0.1 0.1 -0.2
H -3.402 0.688 1.833 0.2 0.2 0.1
H -4.268 -2.287 1.760 0.0 -0.1 -0.3
H -4.929 -1.788 3.759 -0.2 0.0 0.2
H -0.004 0.786 0.139 0.3 0.1 0.1
H -1.354 1.711 0.723 -0.2 0.2 0.2
H -0.614 1.112 -2.010 0.2 -0.3 -0.3
H -2.157 0.326 -1.780 -0.1 -0.3 0.1
H -2.839 2.419 -2.423 -0.5 0.2 0.1
H -2.683 2.750 -0.657 -0.5 0.1 0.0
H -0.314 3.558 -1.198 0.2 0.0 0.3
H -0.766 3.378 -2.894 0.4 -0.2 -0.1
H -2.619 4.894 -1.180 -0.4 0.1 0.0
H -2.287 5.144 -2.878 -0.1 -0.1 -0.3
H 0.015 5.668 -1.126 0.2 -0.1 0.3
H -1.348 6.630 -0.677 -0.1 0.4 0.0
H 0.581 7.134 -2.706 0.3 0.4 0.2
H -0.764 6.515 -3.586 0.1 -0.1 -0.3
H -0.729 8.964 -3.494 0.0 0.2 -0.3
H -2.226 8.256 -3.033 -0.4 -0.2 0.2
H -2.038 9.778 -1.355 -0.3 0.1 0.1
H -1.056 8.626 -0.524 0.0 -0.3 0.1
H -0.375 11.125 -0.908 -0.1 0.3 0.0
H 0.337 10.571 -2.383 0.1 -0.1 -0.3
H 1.442 10.566 0.204 0.1 0.2 0.2
H 1.008 8.910 0.036 -0.4 -0.3 0.0
H 3.033 10.504 -1.449 0.3 0.1 -0.1
H 3.161 8.886 -0.753 0.2 -0.2 0.1
H 2.796 7.176 -3.270 0.0 -0.3 0.2
H 3.437 8.539 -4.125 0.3 0.1 -0.2
H 4.096 8.142 -2.520 0.3 0.0 0.1
C -0.114 -5.866 8.507 0.0 0.0 0.0
C 0.259 -6.483 9.697 0.0 0.0 0.0
C 1.496 -6.220 10.257 -0.1 -0.1 0.0
C 2.372 -5.347 9.626 0.0 0.1 -0.1
C 2.008 -4.744 8.420 0.1 0.0 0.1
C 0.758 -5.001 7.871 -0.1 -0.1 0.0
C 2.951 -3.841 7.703 0.0 0.1 -0.2
O 2.633 -3.311 6.656 -0.1 0.0 0.0
C 4.295 -3.609 8.297 0.0 -0.1 0.1
C 5.210 -2.814 7.619 0.1 0.1 0.0
C 6.460 -2.579 8.165 0.0 0.0 0.1
C 6.799 -3.129 9.396 0.0 0.0 -0.1
C 5.893 -3.926 10.075 0.2 0.0 0.0
C 4.643 -4.176 9.525 -0.1 0.0 -0.1
C 3.693 -5.062 10.253 0.1 -0.1 0.2
O 3.987 -5.544 11.325 0.0 0.0 0.0
H -1.085 -6.068 8.076 0.0 0.0 0.0
H -0.420 -7.168 10.187 0.0 0.0 0.0
H 1.787 -6.693 11.184 0.1 0.1 0.0
H 0.473 -4.524 6.944 0.1 0.1 0.0
H 4.944 -2.384 6.664 -0.1 0.0 0.0
H 7.173 -1.963 7.633 0.0 0.0 0.0
H 7.774 -2.938 9.824 0.0 0.0 0.0
H 6.156 -4.359 11.030 -0.1 -0.1 0.0
C -2.743 -4.919 -4.223 0.0 0.1 0.0
C -2.217 -3.634 -4.132 -0.1 -0.2 -0.2
C -1.556 -3.073 -5.208 0.0 0.1 0.2
C -1.406 -3.797 -6.381 0.0 -0.2 -0.1
C -1.913 -5.094 -6.468 0.1 0.1 0.0
C -2.590 -5.648 -5.389 -0.1 0.0 0.1
C -1.723 -5.907 -7.705 -0.1 -0.2 -0.1
O -2.169 -7.031 -7.778 0.0 0.0 0.0
C -0.967 -5.303 -8.836 0.0 0.1 0.1
C -0.731 -6.060 -9.975 0.0 -0.1 -0.1
C -0.041 -5.508 -11.040 0.0 0.1 0.0
C 0.409 -4.194 -10.976 0.0 -0.1 0.0
C 0.182 -3.435 -9.841 0.1 0.0 -0.1
C -0.499 -3.988 -8.764 -0.1 -0.1 0.1
C -0.706 -3.170 -7.539 0.1 0.2 0.0
O -0.315 -2.023 -7.474 0.0 0.0 0.0
H -3.267 -5.353 -3.381 0.0 0.0 0.0
H -2.326 -3.069 -3.221 0.0 0.1 0.1
H -1.151 -2.073 -5.140 0.0 0.0 -0.1
H -2.992 -6.649 -5.464 0.0 0.0 -0.1
H -1.085 -7.080 -10.025 -0.1 0.0 0.1
H 0.145 -6.101 -11.925 0.0 0.0 0.0
H 0.942 -3.763 -11.813 0.0 0.0 0.0
H 0.535 -2.415 -9.787 0.0 0.0 0.1
```
Positions in Å, forces in eV/Å.

Summary:
HOMO = -10.94 eV
E_LUMO = -3.46 eV
HOMO-LUMO gap = 0.2750 Ha
net charge = +1